Record 1
# C6H12N4O

One molecule with the formula C6H12N4O at a distorted geometry (ωB97M-V/def2-TZVPD, the OMol25 dataset).

Its spin multiplicity is 1. The calculation puts the HOMO energy at -7.95 eV. As for the LUMO energy: 0.22 eV. For the max |F|, the calculation gives 0.0755 Eh/bohr. The HOMO-LUMO gap comes out at 8.164 eV. The total energy is -529.9515 hartree. Its energy above the lowest of the compared OMol25 structures with the same formula, charge and spin is 312.3 kJ/mol.

Positions of all 23 atoms, in Å:
C  -0.418  1.166  3.095
C  2.238  -2.254  -1.827
C  -2.278  2.279  0.370
C  0.911  -1.428  -1.669
C  0.747  -0.885  -0.285
C  -0.407  0.018  -0.278
N  0.222  0.367  2.018
N  -1.509  1.869  2.540
N  -0.520  0.655  1.031
N  -1.529  1.480  1.309
O  -0.024  1.209  4.245
H  3.171  -1.546  -2.052
H  2.636  -2.892  -0.977
H  2.257  -2.935  -2.719
H  -2.694  1.700  -0.494
H  -1.713  3.098  -0.059
H  -3.005  2.836  0.980
H  1.053  -0.586  -2.382
H  0.197  -2.157  -1.864
H  0.604  -1.752  0.540
H  1.579  -0.316  0.059
H  -1.269  -0.638  -0.406
H  -0.249  0.713  -1.178



Record 2
# C6H9N3

One molecule with the formula C6H9N3 at a distorted geometry (ωB97M-V/def2-TZVPD, the OMol25 dataset).

Its spin multiplicity is 1. The calculation puts the HOMO energy at -7.44 eV. As for the LUMO energy: 0.95 eV. For the max |F|, the calculation gives 0.0749 Eh/bohr. The HOMO-LUMO gap comes out at 8.388 eV. The total energy is -398.2319 hartree. Its structure (SMILES) is C[C@H]1NNc2cccn21. Its energy above the lowest of the compared OMol25 structures with the same formula, charge and spin is 114.4 kJ/mol.

Positions of all 18 atoms, in Å:
C  -2.487  0.422  0.016
C  -2.030  -0.858  0.420
C  -1.438  1.102  -0.548
C  -0.709  -0.903  0.068
C  1.333  0.211  -0.603
C  1.785  0.985  0.610
N  -0.379  0.259  -0.538
N  0.380  -1.798  0.176
N  1.490  -1.201  -0.516
H  -3.486  0.805  0.116
H  -2.592  -1.634  0.899
H  -1.381  2.082  -0.977
H  1.680  0.633  -1.542
H  1.382  0.539  1.516
H  1.436  2.011  0.540
H  2.870  0.973  0.662
H  0.633  -2.003  1.141
H  1.515  -1.625  -1.441



Record 3
# C31H43N6PdS3SbSe

C31H43N6PdS3SbSe as an isolated structure at a distorted geometry (ωB97M-V/def2-TZVPD, the OMol25 dataset).

Its spin multiplicity is 1. The calculation puts the HOMO energy (alpha / beta) at -7.14 / -7.14 eV. As for the LUMO energy (alpha / beta): -1.32 / -1.32 eV. For the max |F|, the calculation gives 0.0363 Eh/bohr. The HOMO-LUMO gap (alpha / beta) comes out at 5.820 / 5.823 eV. The total energy is -5499.6859 hartree. Its energy above the lowest of the compared OMol25 structures with the same formula, charge and spin is 140.8 kJ/mol.

Positions of all 86 atoms, in Å:
Pd  -1.119  0.042  -0.136
S  -2.732  -1.759  0.625
C  -3.487  -0.524  1.549
S  -2.496  0.824  1.885
C  -4.800  -0.654  1.980
C  -5.384  0.222  2.902
N  -5.874  0.902  3.689
C  -5.611  -1.657  1.446
N  -6.298  -2.412  0.910
C  -0.351  4.199  1.484
C  -0.111  4.077  -0.015
C  0.933  5.085  -0.465
C  -1.433  4.293  -0.740
Sb  0.528  1.955  -0.456
C  1.360  1.937  -2.554
C  0.425  2.718  -3.467
C  1.342  0.463  -2.951
C  2.759  2.520  -2.616
C  2.191  1.528  1.014
C  3.177  2.666  1.191
C  1.473  1.211  2.321
C  2.919  0.293  0.503
H  -0.858  5.139  1.701
H  0.585  4.194  2.040
H  -0.987  3.390  1.845
H  0.606  6.092  -0.204
H  1.084  5.054  -1.541
H  1.888  4.911  0.024
H  -1.859  5.255  -0.456
H  -2.149  3.515  -0.465
H  -1.309  4.281  -1.821
H  -0.612  2.399  -3.332
H  0.702  2.548  -4.509
H  0.493  3.787  -3.275
H  0.328  0.064  -2.833
H  2.024  -0.118  -2.327
H  1.639  0.338  -3.993
H  2.765  3.547  -2.260
H  3.117  2.522  -3.645
H  3.460  1.943  -2.018
H  2.713  3.528  1.662
H  3.593  2.973  0.235
H  3.998  2.341  1.832
H  1.149  2.120  2.822
H  2.126  0.663  3.002
H  0.580  0.602  2.137
H  3.502  0.532  -0.384
H  2.213  -0.500  0.257
H  3.604  -0.087  1.262
S  1.983  -5.787  1.950
C  1.293  -4.344  1.142
C  1.415  -4.144  -0.223
C  0.959  -2.943  -0.746
N  0.423  -1.980  -0.007
C  0.288  -2.199  1.302
C  0.697  -3.365  1.921
C  3.356  -4.850  2.619
C  3.524  -4.689  3.983
C  4.592  -3.911  4.412
N  5.444  -3.324  3.592
C  5.277  -3.490  2.292
C  4.251  -4.244  1.748
H  1.867  -4.893  -0.854
H  1.065  -2.736  -1.804
H  -0.157  -1.399  1.893
H  0.583  -3.501  2.985
H  2.840  -5.135  4.685
H  4.764  -3.738  5.466
H  5.997  -2.992  1.655
H  4.145  -4.350  0.680
C  -1.876  -2.075  -2.648
N  -3.269  -1.863  -2.374
C  -4.229  -2.823  -2.223
C  -5.383  -2.196  -1.887
N  -5.117  -0.859  -1.809
C  -6.056  0.162  -1.440
C  -3.810  -0.666  -2.069
Se  -2.871  0.922  -1.964
H  -1.637  -3.129  -2.520
H  -1.281  -1.476  -1.921
H  -1.637  -1.758  -3.667
H  -4.019  -3.866  -2.341
H  -6.346  -2.595  -1.647
H  -6.537  -0.106  -0.500
H  -6.820  0.274  -2.211
H  -5.523  1.107  -1.324



Record 4
# C29H37BF4N8OPd

C29H37BF4N8OPd as an isolated structure at a distorted geometry (ωB97M-V/def2-TZVPD, the OMol25 dataset).

Its spin multiplicity is 5. The calculation puts the HOMO energy (alpha / beta) at -13.34 / -13.72 eV. Its charge is +2. As for the LUMO energy (alpha / beta): -5.51 / -8.27 eV. For the max |F|, the calculation gives 0.0482 Eh/bohr. The HOMO-LUMO gap (alpha / beta) comes out at 7.831 / 5.441 eV. The total energy is -2192.4261 hartree.

Positions of all 81 atoms, in Å:
Pd  0.599  -0.272  -1.064
O  2.579  0.107  -1.835
C  3.429  1.027  -1.670
C  4.809  0.783  -1.964
C  5.771  1.701  -1.651
C  5.430  2.920  -1.052
C  4.103  3.235  -0.836
C  3.085  2.342  -1.169
C  1.706  2.752  -1.177
N  0.635  1.968  -1.326
C  -0.439  2.791  -1.466
C  -0.031  4.092  -1.384
N  1.312  4.052  -1.198
H  5.061  -0.175  -2.394
H  6.808  1.485  -1.857
H  6.201  3.621  -0.783
H  3.857  4.186  -0.391
H  -1.431  2.421  -1.636
H  -0.586  5.005  -1.456
H  1.917  4.857  -1.162
C  -3.697  -1.909  0.237
N  -3.391  -1.712  -1.157
C  -4.452  -2.092  -2.066
C  -2.278  -1.075  -1.564
N  -1.594  -0.255  -0.732
C  -2.176  0.708  0.019
C  -3.429  1.225  -0.390
C  -4.035  2.290  0.244
C  -3.414  2.885  1.322
C  -2.164  2.422  1.779
C  -1.582  3.050  2.899
C  -0.389  2.595  3.418
C  0.241  1.513  2.832
C  -0.291  0.856  1.704
N  0.443  -0.179  1.192
C  0.964  -1.117  2.000
N  2.161  -1.655  1.725
C  2.491  -3.038  1.991
C  3.094  -0.959  0.878
N  0.301  -1.546  3.095
C  0.980  -2.009  4.288
C  -1.129  -1.424  3.243
C  -1.520  1.316  1.144
N  -1.823  -1.283  -2.811
C  -0.934  -0.307  -3.405
C  -1.923  -2.569  -3.480
H  -4.182  -2.878  0.351
H  -4.371  -1.134  0.614
H  -2.779  -1.908  0.820
H  -5.399  -1.803  -1.609
H  -4.479  -3.168  -2.244
H  -4.360  -1.567  -3.013
H  -3.899  0.799  -1.264
H  -4.990  2.650  -0.107
H  -3.887  3.709  1.833
H  -2.093  3.881  3.360
H  0.055  3.076  4.275
H  1.189  1.167  3.223
H  3.289  -3.125  2.731
H  2.838  -3.498  1.065
H  1.607  -3.576  2.316
H  2.925  0.121  0.941
H  3.016  -1.296  -0.167
H  4.104  -1.182  1.223
H  2.050  -1.838  4.221
H  0.797  -3.069  4.471
H  0.596  -1.446  5.141
H  -1.592  -1.272  2.274
H  -1.401  -0.597  3.902
H  -1.522  -2.345  3.676
H  -1.443  0.654  -3.526
H  -0.608  -0.664  -4.380
H  -0.021  -0.167  -2.754
H  -2.637  -2.538  -4.302
H  -2.196  -3.348  -2.778
H  -0.944  -2.835  -3.877
F  0.291  -2.462  -0.444
B  1.052  -3.173  -1.502
F  1.106  -2.148  -2.479
F  2.281  -3.426  -1.014
F  0.339  -4.225  -1.907



Record 5
# C7H12N3

C7H12N3 as an isolated structure at a distorted geometry (ωB97M-V/def2-TZVPD, the OMol25 dataset).

Its spin multiplicity is 1. The calculation puts the HOMO energy at -14.69 eV. Its charge is +1. As for the LUMO energy: -5.36 eV. For the max |F|, the calculation gives 0.0796 Eh/bohr. The HOMO-LUMO gap comes out at 9.330 eV. The total energy is -437.8596 hartree. Its energy above the lowest of the compared OMol25 structures with the same formula, charge and spin is 364.1 kJ/mol.

Positions of all 22 atoms, in Å:
C  -1.394  0.631  -0.267
C  2.868  -0.216  -0.039
C  -0.569  1.862  -0.001
C  0.498  0.823  -0.009
C  2.371  -1.589  -0.104
C  -3.076  -1.063  0.012
C  -2.810  0.441  0.057
N  -0.351  -0.209  -0.104
N  1.815  0.898  -0.068
N  4.050  0.255  -0.052
H  -0.584  2.668  -0.607
H  -0.669  2.351  0.957
H  1.909  -1.752  0.821
H  3.129  -2.400  -0.241
H  1.662  -1.617  -0.845
H  -2.761  -1.502  -0.917
H  -4.135  -1.189  0.330
H  -2.524  -1.670  0.657
H  -2.941  0.790  1.060
H  -3.386  1.194  -0.563
H  2.200  1.803  -0.105
H  4.700  -0.509  0.028